Computed, not measured: 8 unconnected molecules or ions with the total composition C33H79BN3O13S, with wB97M-V/def2-TZVPD.

## Properties
Total energy   -78093.747 eV
HOMO energy   -11.03 eV
2S+1   1
Net charge   +1
Gap between HOMO and LUMO   7.25 eV

XYZ file:
```
130
Properties=species:S:1:pos:R:3:lowdin_charge:R:1
C -1.7001 4.2418 4.6340 -0.08
C -1.0610 3.0482 3.9644 -0.23
N -0.6242 3.4542 2.5916 0.03
C -0.5346 2.3744 1.6954 -0.13
C 0.7226 1.7428 1.4968 -0.20
C 1.8933 2.2158 2.3135 -0.41
S 3.4582 2.2888 1.4172 0.90
C 4.5873 1.4693 2.5936 -0.49
C 4.7188 -0.0308 2.3581 -0.15
N 0.8931 0.7401 0.6522 0.21
N -0.1660 0.3067 0.0160 0.01
C 0.0312 -0.8717 -0.9249 -0.13
O 1.3428 -1.1842 -1.1222 -0.04
C 1.8564 -0.5938 -2.3420 -0.23
O 3.1932 -0.7932 -2.4371 -0.06
C 3.9825 0.0971 -1.6420 -0.16
C 3.9312 1.5425 -2.0681 -0.26
O 4.1688 1.7126 -3.4554 -0.04
C -1.4079 0.7866 0.1248 0.02
B -2.6427 0.1481 -0.6888 -0.59
O -3.3749 0.9582 -1.5128 0.20
O -2.9122 -1.1813 -0.6068 0.09
C -3.1116 -1.7638 0.6891 -0.20
C -2.6136 -3.2121 0.6966 -0.04
C -1.6291 1.8782 0.9837 -0.07
C -2.9909 2.4986 1.1304 -0.09
C -3.1830 3.7446 0.2158 -0.11
C -2.1286 3.9706 -0.8715 -0.23
O -2.5741 5.0061 -1.7151 -0.16
C -3.4463 4.5577 -2.7405 -0.08
H -2.6251 4.5264 4.1320 0.08
H -1.0423 5.1074 4.6235 0.09
H -1.9474 4.0266 5.6689 0.08
H -1.7837 2.2324 3.9148 0.11
H -0.1813 2.7163 4.5076 0.12
H -1.3518 4.0654 2.2346 0.10
H 1.6446 3.1556 2.7865 0.07
H 2.0179 1.4727 3.1043 0.10
H 4.1839 1.6673 3.5806 0.07
H 5.5397 1.9705 2.4650 0.07
H 3.9839 -0.5863 2.9367 0.07
H 5.7078 -0.3963 2.6264 0.07
H 4.5639 -0.2891 1.3158 0.03
H -0.4305 -0.6112 -1.8781 0.15
H -0.4739 -1.7160 -0.4704 0.14
H 1.3977 -1.0969 -3.1939 0.15
H 1.5620 0.4613 -2.3820 0.14
H 3.6984 -0.0098 -0.5984 0.08
H 5.0037 -0.2647 -1.7400 0.13
H 2.9477 1.9538 -1.8125 0.10
H 4.6487 2.1026 -1.4706 0.11
H 4.5942 2.5648 -3.5632 0.09
H -4.2609 1.1326 -1.1787 0.12
H -4.1696 -1.7574 0.9378 0.13
H -2.5986 -1.1970 1.4715 0.11
H -1.7912 -3.3536 1.3932 0.05
H -2.2459 -3.4693 -0.2923 0.09
H -3.4058 -3.8988 0.9702 0.08
H -3.0750 2.8362 2.1585 0.10
H -3.7799 1.7655 0.9951 0.12
H -3.1389 4.6251 0.8548 0.12
H -4.1672 3.7403 -0.2468 0.10
H -1.9395 3.0797 -1.4699 0.11
H -1.2063 4.3371 -0.4210 0.13
H -3.6594 3.4914 -2.6859 0.08
H -4.3919 5.0782 -2.6338 0.07
H -3.0395 4.7753 -3.7258 0.09
C 0.8491 -3.5057 3.4135 -0.08
C -0.2680 -2.6364 3.9516 -0.31
O -0.0885 -1.2638 3.5683 -0.10
H 1.8128 -3.1519 3.7801 0.08
H 0.7166 -4.5431 3.7208 0.08
H 0.8813 -3.4701 2.3196 0.07
H -0.2788 -2.6650 5.0359 0.09
H -1.2396 -2.9888 3.5885 0.10
H -0.0824 -1.2267 2.6070 0.04
C -8.4079 4.9093 -1.3199 -0.09
C -7.0649 4.7980 -2.0120 -0.31
O -6.3703 3.5982 -1.6407 -0.11
H -8.2836 4.8955 -0.2368 0.08
H -8.9158 5.8313 -1.6005 0.09
H -9.0518 4.0700 -1.5849 0.06
H -6.4174 5.6279 -1.7325 0.11
H -7.1912 4.8131 -3.0987 0.12
H -6.9281 2.8561 -1.8933 0.08
C 5.9741 -3.2495 0.7398 -0.08
C 7.4266 -2.8542 0.9274 -0.32
O 7.7063 -2.5030 2.2812 -0.09
H 5.3219 -2.4335 1.0502 0.05
H 5.7595 -3.4924 -0.3021 0.08
H 5.7228 -4.1182 1.3527 0.08
H 7.6651 -1.9759 0.3290 0.11
H 8.0902 -3.6667 0.6159 0.11
H 7.5209 -3.2705 2.8303 0.08
C 5.5327 -2.3421 -5.0925 -0.08
C 6.6600 -1.3582 -4.8669 -0.32
O 6.4800 -0.1970 -5.6708 -0.08
H 5.4864 -2.6420 -6.1365 0.05
H 5.6577 -3.2373 -4.4815 0.08
H 4.5756 -1.8763 -4.8403 0.07
H 7.6213 -1.7949 -5.1343 0.11
H 6.7029 -1.0596 -3.8116 0.10
H 5.6324 0.1757 -5.4036 0.06
C 6.6968 -4.5785 -9.6932 -0.09
C 6.3006 -3.9564 -8.3672 -0.34
O 6.7790 -4.7176 -7.2599 -0.09
H 6.3069 -5.5939 -9.7670 0.08
H 6.3144 -3.9941 -10.5310 0.07
H 7.7839 -4.6361 -9.7827 0.07
H 5.2158 -3.9127 -8.2790 0.11
H 6.6898 -2.9346 -8.2946 0.11
H 7.7380 -4.7483 -7.3245 0.08
C -11.3098 1.4883 0.2579 -0.09
C -10.5256 2.7542 0.5545 -0.33
O -11.1600 3.9002 -0.0096 -0.09
H -11.4137 1.3513 -0.8188 0.08
H -10.8164 0.6100 0.6775 0.07
H -12.3154 1.5501 0.6784 0.07
H -9.5295 2.6994 0.1192 0.09
H -10.4180 2.8952 1.6355 0.11
H -12.0346 3.9628 0.3860 0.08
C -0.6484 -6.3656 7.2942 -0.09
C 0.2159 -5.1427 7.5332 -0.31
O -0.2539 -4.0086 6.7987 -0.10
H -0.6731 -6.6128 6.2323 0.07
H -0.2688 -7.2267 7.8446 0.08
H -1.6768 -6.1808 7.6133 0.07
H 1.2360 -5.3220 7.1986 0.11
H 0.2436 -4.8977 8.5989 0.11
H -1.1517 -3.8250 7.0926 0.08
```